Formula: C9H7NO
Source: the Open Molecules 2025 dataset
Level of theory: wB97M-V/def2-TZVPD

CARTESIAN COORDINATES (ANGSTROEM)
C1 3.20608 -0.05443 -0.09641
C2 2.55790 1.17963 0.02601
C3 1.13719 1.20015 0.08098
C4 0.47100 0.00841 0.01834
C5 -1.00331 -0.05426 0.14261
C6 -1.90192 -0.04045 1.16520
C7 -3.20601 -0.00169 0.61356
C8 -3.05873 -0.00008 -0.82538
O1 -1.66866 0.04645 -1.02567
N1 1.10577 -1.21029 -0.01554
C9 2.49505 -1.18173 -0.03049
H1 4.20049 -0.28380 0.06045
H2 3.08586 2.36028 0.02583
H3 0.56935 2.22087 0.07122
H4 -1.79294 -0.11830 2.19345
H5 -4.17062 -0.18980 0.92483
H6 -3.51618 -0.00053 -1.61772
H7 3.04931 -2.22161 0.08960

Summary:
Total energy: -12980.575 eV
ΔE to the lowest compared entry with this formula, charge and spin: 346.8 kJ/mol
SMILES: c1ccc(-c2ccco2)nc1

***

Formula: C22H25FN4O2S
Source: the Open Molecules 2025 dataset
Level of theory: wB97M-V/def2-TZVPD

CARTESIAN COORDINATES (ANGSTROEM)
C1 -4.19478 -2.79719 -1.18262
C2 -2.87129 -2.27196 -1.28531
N1 -1.49115 -1.58230 -1.31229
C3 -1.81732 -0.11181 -1.15919
C4 -0.52051 0.86631 -0.93571
C5 0.28840 1.10906 0.47253
C6 1.59146 2.14238 0.62269
C7 2.09609 3.00383 -0.70029
C8 1.29185 2.79618 -2.12458
C9 1.76487 3.63611 -3.47732
C10 0.00872 1.73337 -2.25447
S1 -0.64733 -2.23935 0.06890
O1 0.90794 -2.05710 -0.01470
O2 -0.90043 -3.79539 0.04325
F1 -1.31050 -1.67278 1.55155
H1 -5.34227 -2.84719 -0.85807
H2 -2.66635 -0.00183 -0.35492
H3 -2.31168 0.22474 -2.19208
H4 -0.02983 0.55198 1.45282
H5 2.14326 2.26081 1.67152
H6 3.02333 3.73136 -0.61170
H7 2.66156 3.11380 -4.02807
H8 2.07889 4.71990 -3.08896
H9 0.83387 3.79715 -4.20661
H10 -0.49724 1.65136 -3.30850
C11 -1.88411 -0.72830 6.24085
C12 -0.47684 -0.61153 6.14496
C13 -0.10627 -1.11071 4.91637
N2 -1.24008 -1.52891 4.26962
C14 -2.32967 -1.29461 5.06740
H11 -2.50564 -0.43027 7.07524
H12 0.19397 -0.20628 6.89147
H13 0.86471 -1.20508 4.44878
H14 -1.26830 -1.94448 3.34759
H15 -3.32593 -1.55169 4.73336
C15 3.76646 6.03076 -7.13335
C16 3.35195 5.09082 -8.10697
C17 2.05007 4.74775 -7.81827
N3 1.66618 5.44413 -6.70185
C18 2.70454 6.23326 -6.28040
H16 4.73462 6.50930 -7.06273
H17 3.93963 4.70614 -8.93047
H18 1.36626 4.06853 -8.30962
H19 0.75840 5.38552 -6.25897
H20 2.59972 6.86844 -5.41104
C19 -0.93588 -6.86989 5.47117
C20 -1.32935 -5.51543 5.58893
C21 -1.12006 -4.91931 4.36550
N4 -0.60966 -5.86540 3.51514
C22 -0.49904 -7.05933 4.17909
H21 -0.96883 -7.62587 6.24495
H22 -1.72359 -5.02759 6.47101
H23 -1.28895 -3.90526 4.02854
H24 -0.35539 -5.70738 2.54870
H25 -0.11848 -7.93876 3.67710

Summary:
Total energy: -46809.869 eV
ΔE to the lowest compared entry with this formula, charge and spin: 1327.1 kJ/mol
SMILES: C#CN(Cc1cccc(C)c1)S(=O)(=O)F.c1cc[nH]c1.c1cc[nH]c1.c1cc[nH]c1

***

Formula: C24H29AlClN2P2
Source: the Open Molecules 2025 dataset
Level of theory: wB97M-V/def2-TZVPD

CARTESIAN COORDINATES (ANGSTROEM)
C1 0.10333 -3.04352 -2.99268
C2 -0.23213 -1.83299 -2.39995
C3 0.11518 -1.67473 -1.01947
C4 0.41659 -2.82139 -0.18294
C5 0.91678 -3.95658 -0.87406
C6 0.75530 -4.05377 -2.25650
C7 -0.05315 -2.72965 1.15373
C8 -1.22621 -1.99884 1.30652
C9 -1.27159 -0.73844 0.62489
C10 -2.46491 0.01005 0.87705
C11 -3.65351 -0.74653 1.03170
C12 -3.61730 -1.98736 1.67785
C13 -2.37561 -2.54148 1.94992
H1 -0.12662 -3.21031 -4.04857
H2 1.36521 -4.78110 -0.31639
H3 1.12632 -4.91498 -2.80826
H4 0.15852 -3.51720 1.88504
H5 -4.61355 -0.31197 0.74081
H6 -4.54123 -2.48851 2.00293
H7 -2.27211 -3.45612 2.54682
N1 -0.26518 -0.47716 -0.29094
Al1 1.25659 0.12237 -1.08309
C14 -0.83547 -0.68085 -3.17375
H8 -1.80381 -0.38532 -2.74797
H9 -1.00791 -0.93206 -4.22617
C15 -2.35795 1.34824 1.52273
H10 -1.66308 2.01999 0.97803
H11 -3.35540 1.81852 1.63306
P1 0.30903 0.76934 -3.09967
P2 -1.61776 0.78416 3.16012
C16 -2.64568 1.17219 4.58210
H12 -2.06274 1.73532 5.33398
H13 -3.53093 1.76909 4.31288
H14 -2.97727 0.21608 5.01392
C17 -0.05711 1.67284 3.15176
H15 -0.26717 2.74587 3.29034
H16 0.58719 1.30714 3.96376
H17 0.46098 1.57941 2.18128
C18 1.31122 0.52806 -4.57350
H18 0.69165 0.63309 -5.47429
H19 2.11495 1.27406 -4.59583
H20 1.76369 -0.46830 -4.54236
C19 -0.68929 2.24539 -3.33876
H21 -0.07051 3.10753 -3.04705
H22 -0.98464 2.35127 -4.39210
H23 -1.59196 2.23236 -2.71023
H24 -1.32544 -0.64233 3.16502
H25 2.39263 -0.85471 -1.67135
Cl1 5.52880 3.62473 -0.94272
C20 4.28290 2.85073 -0.04287
C21 4.37710 2.77760 1.36143
C22 3.45941 1.96444 2.01902
C23 2.62199 1.13509 1.26803
N2 2.41208 1.35576 -0.05977
C24 3.22406 2.24625 -0.72653
H26 5.16497 3.32547 1.87651
H27 3.42895 1.93142 3.10627
H28 2.12677 0.25048 1.71200
H29 3.08503 2.34184 -1.79170

Summary:
Charge: +1
Total energy: -66026.842 eV
ΔE to the lowest compared entry with this formula, charge and spin: 191.4 kJ/mol

***

Formula: C31H52NO12
Source: the Open Molecules 2025 dataset
Level of theory: wB97M-V/def2-TZVPD

CARTESIAN COORDINATES (ANGSTROEM)
C1 2.33665 -1.71331 0.05829
C2 1.31557 -2.09959 -0.43059
C3 -0.04096 -2.32532 -0.75329
C4 -0.64104 -3.49828 -0.43033
N1 -1.95507 -3.70519 -0.68927
C5 -2.72080 -2.78739 -1.28338
O1 -4.00868 -2.95771 -1.49837
C6 -4.48532 -4.29158 -1.83636
C7 -5.59459 -4.21641 -2.87479
C8 -5.20662 -3.32191 -4.05656
C9 -7.00325 -3.96493 -2.31422
C10 -7.27588 -2.73579 -1.43281
C11 -6.76323 -2.86691 0.01878
C12 -6.89363 -1.39568 -2.05269
C13 -2.14082 -1.56983 -1.65955
O2 -2.90156 -0.63894 -2.29146
C14 -0.81552 -1.33085 -1.40740
C15 -0.22513 0.00374 -1.78600
O3 0.38325 0.61304 -0.96287
O4 -0.41054 0.45878 -3.02581
H1 3.25253 -1.47615 0.53665
H2 -0.06020 -4.26609 0.04474
H3 -2.36573 -4.58693 -0.40882
H4 -4.86175 -4.78799 -0.94718
H5 -3.67820 -4.91070 -2.22624
H6 -5.61925 -5.22106 -3.29716
H7 -4.44544 -3.80938 -4.65643
H8 -4.86636 -2.34659 -3.73721
H9 -6.08315 -3.14210 -4.66731
H10 -7.68223 -3.92103 -3.16373
H11 -7.30193 -4.83706 -1.73489
H12 -8.35787 -2.69065 -1.33518
H13 -7.53871 -2.58748 0.72197
H14 -5.94950 -2.16406 0.18132
H15 -6.41373 -3.86728 0.25165
H16 -5.82483 -1.22288 -2.07280
H17 -7.31015 -1.35327 -3.05565
H18 -7.38630 -0.59867 -1.50515
H19 -3.72870 -0.50857 -1.80475
H20 -1.05610 -0.10751 -3.47317
O5 -4.35817 0.20930 4.22321
C16 -3.25387 0.55097 3.90130
O6 -3.09779 1.27900 2.77302
C17 -1.84812 1.89116 2.42828
C18 -0.92726 0.91450 1.73318
C19 -2.01541 0.13324 4.65191
H21 -1.37674 2.34297 3.30127
H22 -2.10653 2.70592 1.75292
H23 -0.67135 0.08024 2.38862
H24 -0.00643 1.40284 1.42382
H25 -1.41840 0.50077 0.85216
H26 -1.73258 -0.87033 4.33358
H27 -2.24206 0.11494 5.71507
H28 -1.17501 0.80505 4.51493
O7 1.94358 4.41807 -7.39532
C20 1.85645 3.97864 -6.28526
O8 0.68218 4.08887 -5.62932
C21 0.41975 3.44965 -4.38043
C22 0.91309 4.27325 -3.20857
C23 3.04669 3.37008 -5.57726
H29 0.82264 2.43645 -4.37321
H30 -0.66412 3.35511 -4.32714
H31 1.99485 4.40490 -3.23699
H32 0.64993 3.79101 -2.26602
H33 0.46474 5.26626 -3.23279
H34 3.64566 4.17280 -5.14995
H35 3.64371 2.83954 -6.31473
H36 2.78859 2.66112 -4.79356
O9 0.68379 1.61769 5.15567
C24 1.76076 1.97884 4.75807
O10 1.81214 2.68887 3.61715
C25 3.01790 3.28551 3.12710
C26 3.83037 2.30076 2.31409
C27 3.04072 1.58710 5.45361
H37 3.59044 3.72266 3.94567
H38 2.69572 4.11326 2.49718
H39 4.15175 1.44685 2.90860
H40 4.71787 2.78336 1.90515
H41 3.23113 1.91248 1.48787
H42 3.32677 0.58730 5.12939
H43 2.85328 1.57257 6.52463
H44 3.87120 2.26454 5.27589
O11 5.74053 -0.17131 3.79254
C28 6.82441 0.15941 3.38887
O12 6.90558 0.89267 2.26481
C29 8.12268 1.48457 1.79322
C30 8.94427 0.51114 0.97482
C31 8.09149 -0.29596 4.07143
H45 8.68827 1.91211 2.62170
H46 7.80768 2.31687 1.16608
H47 9.26184 -0.34639 1.56786
H48 9.83295 1.00269 0.57973
H49 8.35541 0.12986 0.14057
H50 8.33103 -1.30091 3.72697
H51 7.90902 -0.32546 5.14268
H52 8.94775 0.35219 3.90400

Summary:
Charge: +1
Total energy: -59042.249 eV
ΔE to the lowest compared entry with this formula, charge and spin: 0.0 kJ/mol

***

Formula: C10H30O10
Source: the Open Molecules 2025 dataset
Level of theory: wB97M-V/def2-TZVPD

CARTESIAN COORDINATES (ANGSTROEM)
O1 2.02141 -2.72256 3.69083
C1 1.29530 -2.29187 2.53899
C2 -0.25160 -2.44191 2.62999
O2 -0.63834 -3.70617 3.33595
H1 2.50181 -3.52268 3.46586
H2 1.54231 -1.26809 2.25800
H3 1.73937 -2.85421 1.71760
H4 -0.70619 -2.55238 1.64549
H5 -0.68196 -1.56139 3.10705
H6 -0.46421 -3.54523 4.26620
O3 1.37483 5.53410 0.66255
C3 -0.05730 5.62159 0.66776
C4 -0.62188 4.43000 1.48114
O4 -0.12658 3.20371 0.90889
H7 1.54896 4.59225 0.59785
H8 -0.46712 6.53742 1.09367
H9 -0.33462 5.36596 -0.35491
H10 -1.69520 4.42612 1.67107
H11 -0.13601 4.48661 2.45522
H12 -0.81094 2.54017 1.02280
O5 1.48913 0.21121 0.46194
C5 0.19869 0.34960 1.18786
C6 -0.72410 -0.67861 0.52459
O6 -1.01232 -0.39696 -0.79485
H13 1.29612 0.58275 -0.40195
H14 0.39388 0.00330 2.20279
H15 -0.14544 1.37611 1.06151
H16 -1.67544 -0.67415 1.05660
H17 -0.28215 -1.66895 0.63417
H18 -1.18746 -1.26767 -1.15928
O7 1.57355 -3.07282 -0.89092
C7 1.24128 -1.74553 -1.29876
C8 2.30493 -1.00832 -2.22608
O8 3.55976 -1.20704 -1.63970
H19 0.81695 -3.39843 -0.39783
H20 0.20405 -1.66482 -1.62393
H21 1.22090 -1.26875 -0.31877
H22 2.06263 0.05441 -2.22934
H23 2.24123 -1.33385 -3.26439
H24 3.47029 -2.10957 -1.32500
O9 -1.18730 -1.12167 -3.86728
C9 -2.15020 -1.11653 -2.89020
C10 -2.27994 0.39673 -2.34792
O10 -2.73633 1.37352 -3.24045
H25 -1.45693 -0.73800 -4.70495
H26 -3.10022 -1.53027 -3.22840
H27 -1.75835 -1.70091 -2.05770
H28 -1.33912 0.56058 -1.82247
H29 -2.91487 0.40749 -1.46200
H30 -3.15545 2.11591 -2.79909

Summary:
Total energy: -31322.167 eV
ΔE to the lowest compared entry with this formula, charge and spin: 688.9 kJ/mol
SMILES: OCCO.OCCO.OCCO.OCCO.OCCO

***

Formula: C7H12
Source: the Open Molecules 2025 dataset
Level of theory: wB97M-V/def2-TZVPD

CARTESIAN COORDINATES (ANGSTROEM)
C1 -2.35643 -0.45570 -0.58600
C2 -1.12729 0.45407 -0.80568
C3 -0.17473 0.60180 0.40129
C4 0.32881 -0.68909 1.12479
C5 1.77348 -0.26533 0.89105
C6 2.03011 -0.08386 -0.57320
C7 1.30756 0.99187 0.17994
H1 -2.99546 -0.50070 -1.47877
H2 -2.98916 -0.08985 0.23074
H3 -2.10023 -1.49635 -0.35011
H4 -0.55874 0.09715 -1.67425
H5 -1.48965 1.45108 -1.09168
H6 -0.61743 1.28644 1.13586
H7 0.05059 -1.64731 0.67314
H8 0.05299 -0.70091 2.18325
H9 2.57313 -0.39025 1.61659
H10 3.04840 0.15484 -0.87133
H11 1.49515 -0.69826 -1.29652
H12 1.74890 1.98036 0.29089

Summary:
Total energy: -7452.022 eV
ΔE to the lowest compared entry with this formula, charge and spin: 136.0 kJ/mol
SMILES: CC[C@H]1C[C@H]2C[C@@H]12

***

Formula: C44H50F8NO3P2
Source: the Open Molecules 2025 dataset
Level of theory: wB97M-V/def2-TZVPD

CARTESIAN COORDINATES (ANGSTROEM)
N1 1.55606 -0.30048 -0.68961
P1 0.71693 1.18005 -1.21759
O1 1.06580 1.43376 -2.90287
C1 1.36012 2.67205 -0.19260
O2 1.88369 1.96675 0.96939
P2 0.94379 2.33890 2.38015
O3 -0.13276 3.40554 1.52995
C2 0.26146 3.82923 0.18483
C3 -1.15377 3.81033 -0.54229
C4 -2.13817 2.64074 -0.10163
C5 -2.84041 2.14133 -1.47016
F1 -3.85966 1.17222 -1.25600
C6 1.03601 5.18643 0.49266
F2 2.38625 4.87342 0.83532
F3 0.49152 5.73767 1.67923
C7 1.10520 6.30949 -0.60709
F4 0.70862 7.53131 0.01359
F5 0.29840 6.17639 -1.73245
C8 2.58714 6.63276 -1.17215
F6 3.18067 5.54452 -1.79295
F7 3.39502 7.27745 -0.24900
F8 2.37621 7.58531 -2.20103
H1 2.54294 -0.07502 -0.45544
H2 1.11629 -0.63807 0.18375
H3 0.78741 0.61046 -3.36230
H4 2.24679 3.00707 -0.84820
H5 0.06776 2.39888 3.55486
H6 1.68471 3.48754 2.82997
H7 1.82737 1.62439 3.31001
H8 0.16473 1.13820 2.08511
H9 -0.99046 3.73491 -1.67819
H10 -1.61981 4.84624 -0.38070
H11 -2.87888 3.07897 0.63346
H12 -1.58724 1.73391 0.30997
H13 -3.21008 3.08159 -2.00274
H14 -1.97678 1.72372 -2.09765
C9 3.01551 -4.55193 3.12909
C10 2.77343 -5.35184 2.01679
C11 2.38744 -4.77192 0.81214
C12 2.25283 -3.39049 0.71726
C13 2.49887 -2.58933 1.83036
C14 2.87571 -3.17034 3.03655
H15 3.31308 -5.00493 4.06875
H16 2.88470 -6.42874 2.08888
H17 2.19226 -5.39650 -0.05276
H18 1.95675 -2.93736 -0.22297
H19 2.39581 -1.51157 1.75707
H20 3.06170 -2.54676 3.90391
C15 0.30161 0.60764 6.26489
C16 0.98477 -0.19674 7.17114
C17 1.46142 0.34345 8.36141
C18 1.24609 1.68706 8.64994
C19 0.55950 2.49084 7.74531
C20 0.09088 1.95304 6.55104
H21 -0.06659 0.18722 5.33551
H22 1.14678 -1.24632 6.94907
H23 1.99995 -0.28287 9.06465
H24 1.61348 2.10756 9.58012
H25 0.39031 3.53839 7.97113
H26 -0.43879 2.58075 5.84382
C21 -2.53319 -5.47508 0.57460
C22 -3.00892 -6.67928 1.08411
C23 -2.31716 -7.32607 2.10268
C24 -1.15376 -6.76328 2.61894
C25 -0.68019 -5.55765 2.11207
C26 -1.36720 -4.91544 1.08707
H27 -3.07116 -4.97256 -0.22215
H28 -3.91976 -7.11441 0.68600
H29 -2.68463 -8.26813 2.49517
H30 -0.61658 -7.26498 3.41663
H31 0.22488 -5.11872 2.51526
H32 -0.99456 -3.97830 0.68862
C27 4.81792 0.84660 -5.73931
C28 4.43026 -0.01981 -6.75647
C29 3.61165 -1.10703 -6.47038
C30 3.17230 -1.32246 -5.16760
C31 3.55690 -0.45382 -4.15172
C32 4.38318 0.62801 -4.43620
H33 5.45911 1.69251 -5.96212
H34 4.76739 0.15232 -7.77317
H35 3.31492 -1.78621 -7.26223
H36 2.52985 -2.16755 -4.94478
H37 3.21280 -0.62114 -3.13652
H38 4.68717 1.30145 -3.64284
C33 -3.10326 -9.26703 -2.22603
C34 -2.49783 -8.01486 -2.21899
C35 -2.13967 -7.40823 -3.41828
C36 -2.39599 -8.05000 -4.62589
C37 -3.00484 -9.30062 -4.63294
C38 -3.35475 -9.91137 -3.43325
H39 -3.37935 -9.74129 -1.29035
H40 -2.30409 -7.51154 -1.27766
H41 -1.66164 -6.43485 -3.41215
H42 -2.12112 -7.57487 -5.56128
H43 -3.20610 -9.80017 -5.57467
H44 -3.82449 -10.88882 -3.43881
C39 -2.72713 7.42098 -1.11800
C40 -3.68854 7.89519 -0.23199
C41 -4.88696 8.41009 -0.71516
C42 -5.12788 8.44172 -2.08509
C43 -4.16767 7.96394 -2.97082
C44 -2.96553 7.45748 -2.48786
H45 -1.79261 7.02325 -0.74160
H46 -3.50312 7.86405 0.83625
H47 -5.63380 8.78588 -0.02439
H48 -6.06433 8.83872 -2.46187
H49 -4.35623 7.98709 -4.03893
H50 -2.21466 7.08998 -3.17862

Summary:
Charge: -1
Total energy: -94386.989 eV